Run a
Computed, not measured: a 16-piece molecular cluster, C4H39NO15 overall, with ωB97M-V with the def2-TZVPD basis set.

## Properties
HOMO-LUMO gap (alpha / beta)   0.309 / 0.140 Eh
Expectation value of S²   0.759

ORCA input file:
```
! wB97M-V def2-TZVPD RIJCOSX def2/J DEFGRID3
* xyz 1 2
C 2.209 0.084 1.843
C 0.888 0.522 1.360
C -0.096 -0.637 1.291
C -1.867 0.527 0.349
N -1.294 -0.584 0.545
H 2.379 0.360 2.869
H 2.281 -1.015 1.703
H 2.978 0.588 1.290
H 0.902 1.163 0.464
H 0.418 1.198 2.176
H -0.358 -0.942 2.321
H 0.456 -1.586 1.022
H -1.553 1.475 0.717
H -2.816 0.515 -0.084
H 2.191 3.022 -1.534
H 3.257 1.812 -0.995
O 2.831 2.254 -1.691
H -3.118 -0.816 3.393
H -2.883 0.507 2.709
O -3.386 0.073 3.433
H 2.255 -3.727 1.195
H 1.516 -3.789 -0.118
O 1.928 -3.136 0.508
H 0.339 4.634 -0.126
H 1.369 4.443 1.097
O 0.901 4.024 0.415
H -1.850 -2.288 0.628
H -2.682 -2.294 1.873
O -2.354 -2.929 1.201
H 2.893 -1.820 -0.331
H 4.093 -2.670 -0.417
O 3.649 -1.952 -0.884
H -0.479 -3.080 -3.679
H -0.502 -1.587 -3.678
O -0.314 -2.354 -4.241
H -3.109 3.604 -0.413
H -1.998 2.872 -1.296
O -2.127 3.473 -0.533
H 2.323 1.040 -2.674
H 2.429 -0.489 -3.412
O 2.146 0.091 -2.645
H -1.558 3.065 1.762
H -2.236 2.875 3.032
O -1.841 2.331 2.354
H -0.458 0.088 -1.608
H 0.508 0.420 -2.633
O -0.456 0.303 -2.548
H -1.814 -4.466 -0.933
H -1.779 -3.044 -1.455
O -1.358 -3.898 -1.538
H 0.310 -3.692 -1.759
H 1.804 -3.060 -1.693
O 1.217 -3.852 -1.872
H -3.555 1.025 -1.183
H -2.642 1.173 -2.411
O -3.160 1.620 -1.800
H 0.326 2.862 3.175
H 1.601 2.557 2.376
O 1.249 3.108 3.084
*
```

---

Run b
Computed, not measured: a 15-piece molecular cluster, C4H39NO15 overall, with ωB97M-V with the def2-TZVPD basis set.

## Properties
HOMO-LUMO gap (alpha / beta)   0.349 / 0.166 Eh
Expectation value of S²   0.754

ORCA input file:
```
! wB97M-V def2-TZVPD RIJCOSX def2/J DEFGRID3
* xyz 1 2
C -1.436 -1.730 1.432
N -1.719 -1.257 0.107
C -1.553 -2.255 -0.890
O -0.391 -1.703 -1.590
C -2.757 -2.373 1.920
C -2.861 -2.368 3.392
H -1.235 -0.823 2.019
H -0.542 -2.381 1.660
H -1.239 -0.372 -0.043
H -1.271 -3.285 -0.654
H -2.418 -2.454 -1.541
H -0.196 -2.341 -2.300
H -3.573 -1.989 1.274
H -3.098 -3.391 1.633
H -3.721 -2.918 3.863
H -2.678 -1.360 3.797
H -2.098 -2.959 3.934
H 5.008 0.456 2.921
H 4.023 0.884 1.681
O 4.107 0.528 2.602
H -0.946 -0.561 -5.028
H 0.459 -0.858 -4.675
O -0.450 -1.203 -4.499
H 2.722 -2.065 -3.486
H 2.385 -2.564 -4.795
O 2.457 -1.704 -4.355
H 0.126 -0.214 4.569
H -0.440 -1.500 4.373
O -0.611 -0.597 4.066
H 0.053 1.446 -3.866
H 1.705 1.498 -4.114
O 0.887 1.917 -3.846
H 2.868 1.812 3.974
H 3.122 3.175 3.871
O 2.389 2.628 4.200
H 2.644 2.510 0.812
H 3.058 1.435 -0.137
O 3.405 1.954 0.602
H -2.975 1.416 0.021
H -1.803 1.476 -0.882
O -2.649 1.919 -0.736
H 0.232 1.117 -1.551
H 0.445 2.393 -0.941
O -0.055 1.583 -0.745
H -1.824 -0.430 -3.321
H -3.013 -0.967 -4.127
O -2.653 -0.154 -3.731
H 2.647 0.359 4.947
H 1.892 1.285 5.769
O 2.186 0.361 5.795
H 0.107 2.455 1.682
H 0.648 3.565 2.501
O 0.820 3.105 1.670
H 3.804 0.631 -1.828
H 3.603 -0.271 -3.003
O 3.244 0.533 -2.608
H -3.359 2.194 -3.174
H -3.578 1.976 -4.697
O -3.904 2.443 -3.924
*
```

---

Which structure loses on stability? run a does.

---

Run a
Computed, not measured: one molecule with the formula C3H4N2, with ωB97M-V with the def2-TZVPD basis set.

## Properties
HOMO-LUMO gap   0.393 Eh
Structure (SMILES)   [H]/N=C(/N)C#C

ORCA input file:
```
! wB97M-V def2-TZVPD RIJCOSX def2/J DEFGRID3
* xyz 0 1
C -0.648 -0.268 -0.158
C 0.882 -0.180 -0.147
C 2.031 -0.210 -0.024
H -0.197 1.749 -0.146
H -1.979 1.311 0.404
H -0.959 -1.994 -0.288
H 3.131 -0.285 0.371
N -0.897 1.057 -0.070
N -1.365 -1.180 0.057
*
```

---

Run b
Computed, not measured: one molecule with the formula C3H4N2, with ωB97M-V with the def2-TZVPD basis set.

## Properties
HOMO-LUMO gap   0.356 Eh
Structure (SMILES)   N=C=C1CN1

ORCA input file:
```
! wB97M-V def2-TZVPD RIJCOSX def2/J DEFGRID3
* xyz 0 1
N -1.952 1.672 0.115
C -0.950 0.959 0.215
C 0.076 0.186 0.277
C 1.098 -0.520 -0.465
N 0.378 -1.155 0.667
H -2.575 1.175 -0.528
H 0.827 -0.914 -1.442
H 2.139 -0.240 -0.343
H 0.959 -1.163 1.502
*
```

---

Run c
Computed, not measured: one molecule with the formula C3H4N2, with ωB97M-V with the def2-TZVPD basis set.

## Properties
HOMO-LUMO gap   0.389 Eh
Structure (SMILES)   c1cn[nH]c1

ORCA input file:
```
! wB97M-V def2-TZVPD RIJCOSX def2/J DEFGRID3
* xyz 0 1
N -1.042 -0.630 0.002
C -0.718 0.698 0.040
C 0.646 0.753 0.100
C 1.071 -0.583 0.027
N 0.044 -1.423 -0.011
H -1.950 -1.075 -0.011
H -1.334 1.520 -0.250
H 1.195 1.681 0.122
H 2.087 -0.941 -0.018
*
```

---

Which structure loses on stability? run a does.

---

Run a
Computed, not measured: C3H4N2 as an isolated structure, with ωB97M-V with the def2-TZVPD basis set.

## Properties
HOMO-LUMO gap   0.389 Eh

ORCA input file:
```
! wB97M-V def2-TZVPD RIJCOSX def2/J DEFGRID3
* xyz 0 1
C -1.271 0.616 -0.757
C -0.008 -0.243 -0.626
C 0.092 0.452 0.745
N -1.263 0.968 0.471
N 0.451 -1.221 -1.271
H -1.994 0.891 -1.431
H 0.308 -0.293 1.543
H 0.706 1.444 0.750
H 1.312 -1.741 -0.954
*
```

---

Run b
Computed, not measured: one molecule with the formula C3H4N2, with ωB97M-V with the def2-TZVPD basis set.

## Properties
HOMO-LUMO gap (alpha / beta)   0.256 / 0.314 Eh

ORCA input file:
```
! wB97M-V def2-TZVPD RIJCOSX def2/J DEFGRID3
* xyz 0 1
C 0.066 0.178 -0.032
N 1.137 0.421 -0.773
C -1.189 0.656 0.070
C 0.560 -1.148 0.686
N 0.504 -1.849 1.634
H 1.025 1.204 -1.424
H 1.337 -1.077 -0.332
H -1.675 1.062 -0.809
H -1.764 0.553 0.978
*
```

---

Run c
Computed, not measured: C3H4N2 as an isolated structure, with ωB97M-V with the def2-TZVPD basis set.

## Properties
HOMO-LUMO gap (alpha / beta)   0.313 / 0.313 Eh

ORCA input file:
```
! wB97M-V def2-TZVPD RIJCOSX def2/J DEFGRID3
* xyz 0 1
N -0.650 0.567 0.935
C 0.554 0.754 0.232
C 1.036 -0.651 0.093
N 0.039 -1.478 0.131
C -0.951 -0.495 0.106
H -1.286 1.357 0.925
H -0.078 0.760 -1.228
H 2.063 -0.937 -0.122
H -0.786 0.208 -1.252
*
```

---

Which structure loses on stability? run c does.